[1]
{"formula": "C4H8N2O2", "method": "ωB97M-V/def2-TZVPD", "orbital_gap_ev": 10.53, "smiles": "O=C(NO)NC1CC1", "symbols": ["O", "C", "N", "O", "N", "C", "C", "C", "H", "H", "H", "H", "H", "H", "H", "H"], "xyz": [[2.60751, -1.44627, 0.00868], [1.66395, -0.59403, -0.10586], [2.00850, 0.74747, 0.27766], [0.99734, 1.73737, 0.00302], [0.35519, -0.91331, -0.33412], [-0.69436, -0.27931, 0.53416], [-1.47997, 0.54439, -0.32542], [-2.02589, -0.78457, 0.03717], [2.97717, 1.13887, 0.15314], [1.02449, 1.97082, -0.94742], [0.56244, -2.00567, -0.13355], [-0.44420, 0.13054, 1.58701], [-1.96919, 1.43133, 0.09207], [-0.71913, 0.72154, -1.29407], [-1.96425, -1.77528, -0.42723], [-2.89960, -0.62388, 0.87475]], "forces_ev_per_angstrom": [[-2.9803, 2.2976, -1.0326], [4.8376, 0.2575, 2.0940], [-0.8782, 0.2201, -1.2729], [1.2100, -0.1259, -0.0920], [1.2865, -3.4778, 2.2411], [1.5729, -0.5737, 1.7875], [1.4902, 2.3457, -4.2007], [-2.0634, -0.1353, 3.4172], [-1.4725, -1.1117, 0.0428], [0.2430, -0.3280, 0.5061], [-1.6486, 2.7133, -0.7024], [-0.2102, -1.3728, -1.7912], [0.1484, -0.4192, -0.3926], [-3.2753, -0.2817, 2.1215], [-0.4258, 0.8441, -0.3863], [2.1656, -0.8521, -2.3394]]}

***

[2]
{"formula": "C4H8N2O2", "method": "ωB97M-V/def2-TZVPD", "orbital_gap_ev": 8.92, "smiles": "O/N=C\\N(O)C1CC1", "symbols": ["O", "N", "C", "N", "O", "C", "C", "C", "H", "H", "H", "H", "H", "H", "H", "H"], "xyz": [[2.06341, -1.08150, -0.19850], [2.24935, 0.10788, 0.29767], [1.22798, 0.92338, 0.11561], [-0.10646, 0.68690, -0.39264], [-0.86807, 1.59805, -0.03891], [-0.70006, -0.56801, -0.46235], [-2.28140, -0.48897, -0.40025], [-1.36206, -1.00642, 0.93568], [2.92125, -1.41969, -0.57268], [1.38860, 1.93120, 0.52191], [-1.04917, 1.60166, 0.93643], [-0.26859, -1.38119, -1.12910], [-3.05333, 0.35685, -0.51393], [-2.68449, -1.44716, -0.86453], [-1.70808, -0.34168, 1.84027], [-1.41590, -2.15582, 1.21362]], "forces_ev_per_angstrom": [[0.1771, -4.3463, -2.1818], [-1.2318, 5.2273, 0.2081], [0.8706, -1.9439, 0.6851], [7.9375, -3.6663, -2.1528], [-5.2790, 6.7333, 2.6175], [-3.2329, -1.5432, 1.7440], [0.9966, -3.3517, 0.1612], [-2.7152, -0.4274, -0.8250], [-1.0662, 0.7050, 0.9544], [-0.3010, -0.5059, -0.3197], [0.1661, -0.2914, -0.5472], [-0.3999, 1.4342, 1.2609], [2.0304, -1.0986, 0.6964], [0.3952, 1.4943, 0.3813], [1.6696, -1.0530, -1.8582], [-0.0172, 2.6339, -0.8243]]}

***

[3]
{"formula": "C4H8N2O2", "method": "ωB97M-V/def2-TZVPD", "orbital_gap_ev": 10.47, "smiles": "CNC(=O)CNC=O", "symbols": ["C", "N", "C", "O", "C", "N", "C", "O", "H", "H", "H", "H", "H", "H", "H", "H"], "xyz": [[-1.71774, -0.38103, -1.18363], [-1.14488, -1.39136, -0.32340], [0.12006, -1.41770, 0.14938], [0.50110, -2.26838, 0.94031], [1.09962, -0.32016, -0.26355], [0.91926, 0.88509, 0.51445], [0.39665, 2.02103, -0.00635], [0.08826, 2.98884, 0.65448], [-0.95322, 0.12804, -1.75852], [-2.36656, -0.82378, -1.93108], [-2.22573, 0.38900, -0.61350], [-1.81162, -2.03902, 0.06265], [1.07879, -0.03780, -1.32748], [2.09670, -0.75489, -0.10994], [0.98935, 0.93191, 1.52233], [0.24923, 2.04410, -1.09484]], "forces_ev_per_angstrom": [[0.3670, 0.3010, -0.2112], [-0.2801, 0.3451, -0.4947], [0.2060, -0.4997, 0.5268], [-0.1653, 0.1974, -0.2211], [0.6821, -0.1320, -0.2622], [-0.2450, 0.4005, -0.3402], [-0.2992, 0.6089, 0.2095], [0.0965, -0.0419, 0.0869], [0.2198, -0.0399, 0.0006], [-0.3118, -0.1300, 0.1286], [-0.3650, 0.0864, 0.0528], [0.3278, -0.2496, 0.2388], [-0.2724, -0.1305, 0.3441], [-0.2853, 0.1633, 0.1644], [0.1358, -0.5154, -0.0454], [0.1893, -0.3636, -0.1778]]}

***

[4]
{"formula": "C4H8N2O2", "method": "ωB97M-V/def2-TZVPD", "orbital_gap_ev": [8.39, 8.30], "symbols": ["C", "C", "C", "C", "N", "N", "O", "O", "H", "H", "H", "H", "H", "H", "H", "H"], "xyz": [[-1.35386, -0.18861, 0.41046], [1.01066, -0.93843, 0.71260], [-2.96429, 0.65613, -0.98102], [3.20198, -0.13604, 0.81284], [-1.64406, -0.02993, -0.81112], [1.67585, 0.11815, 0.97575], [-0.96146, -0.28088, -1.84711], [1.28647, 1.28076, 0.95340], [-1.79175, -0.28337, 1.41904], [1.41254, -1.92668, 0.93505], [-3.66766, 0.60992, -0.10544], [-2.61496, 1.67800, -1.27092], [-3.55661, 0.19930, -1.66997], [3.31888, -1.21250, 0.81814], [3.40628, 0.42806, -0.06998], [3.78569, 0.13988, 1.63152]], "forces_ev_per_angstrom": [[4.4636, -2.1460, 1.9113], [-3.8336, 0.0905, 0.2174], [0.9001, 2.0565, 1.8002], [-1.9459, -0.7874, 0.2285], [-0.9894, -0.4215, 0.4517], [1.9417, -1.3869, -1.0503], [-0.3572, 0.4123, 0.3377], [-0.3328, 1.8822, 0.4170], [-0.1815, 0.6042, -1.2851], [-0.4244, 0.1996, -0.3707], [1.4416, 0.4238, -0.1262], [-1.0094, -0.7232, 0.2417], [-0.8993, -1.3416, -2.7331], [0.2037, -0.0892, -0.9255], [0.5354, -0.1088, -0.6091], [0.4875, 1.3354, 1.4944]]}

***

[5]
{"formula": "C4H8N2O2", "method": "ωB97M-V/def2-TZVPD", "orbital_gap_ev": 8.60, "smiles": "CO[C@@H](N)C(N)=C=O", "symbols": ["C", "O", "C", "N", "C", "N", "C", "O", "H", "H", "H", "H", "H", "H", "H", "H"], "xyz": [[0.49897, 1.65535, 0.91824], [-0.07049, 1.45495, -0.35833], [0.11768, 0.10279, -0.97525], [1.40816, -0.46515, -1.01247], [-0.85207, -0.75760, -0.18427], [-0.37153, -1.92738, 0.47255], [-2.02234, -0.18904, -0.00265], [-3.12025, 0.18253, 0.18890], [1.59198, 1.71522, 0.86971], [0.10797, 2.59997, 1.29291], [0.22917, 0.84712, 1.60602], [-0.23669, 0.28935, -1.99461], [2.05640, 0.07489, -1.57072], [1.78162, -0.64128, -0.08754], [-0.03983, -2.59004, -0.22250], [-1.07875, -2.35168, 1.05999]], "forces_ev_per_angstrom": [[0.0530, -0.3521, -0.2285], [0.6569, -0.0947, -1.0286], [-0.8217, 1.0135, 0.9506], [0.1675, 0.1469, 0.1522], [0.3980, 0.5706, -0.5292], [-0.0287, -0.1710, 0.0053], [-1.3771, -0.9376, 0.4428], [0.9737, 0.1253, -0.1473], [-0.0195, 0.0404, 0.0052], [0.0222, -0.0567, 0.0064], [-0.0635, 0.0107, 0.0964], [0.1516, -0.0447, 0.2083], [-0.0611, -0.0188, 0.0778], [0.0084, -0.0561, -0.0794], [-0.1657, -0.1004, 0.1668], [0.1061, -0.0752, -0.0988]]}

***

[6]
{"formula": "C4H8N2O2", "method": "ωB97M-V/def2-TZVPD", "orbital_gap_ev": 10.54, "smiles": "CC(=O)C[C@@]1(N)NO1", "symbols": ["C", "C", "O", "C", "C", "N", "N", "O", "H", "H", "H", "H", "H", "H", "H", "H"], "xyz": [[-1.91824, -0.36565, 1.20708], [-1.28085, -0.37456, -0.14756], [-1.83085, -0.00527, -1.15544], [0.17303, -0.82106, -0.17566], [1.04023, 0.42459, -0.34393], [2.39234, 0.19888, -0.00252], [0.73221, 1.38968, -1.34298], [0.50350, 1.62835, 0.05779], [-1.88728, -1.36359, 1.63958], [-1.34882, 0.30272, 1.85132], [-2.94671, -0.02154, 1.14017], [0.34711, -1.47967, -1.02911], [0.46749, -1.31888, 0.74615], [2.91561, 1.06564, -0.04560], [2.81819, -0.48891, -0.61012], [-0.17695, 1.22928, -1.78918]], "forces_ev_per_angstrom": [[-0.3410, 0.1245, -0.1246], [0.3284, -0.1921, 0.2285], [-0.1976, -0.0247, -0.1392], [0.0374, 0.4325, -0.2306], [0.0197, -0.6876, -0.3366], [0.1285, 0.0948, 0.2670], [0.5104, 0.1603, -1.5637], [-0.4250, 0.4690, 1.4174], [0.0393, -0.0893, 0.0736], [0.0748, 0.0113, 0.0842], [-0.0233, 0.0100, 0.0056], [-0.0530, -0.0522, 0.0446], [-0.0208, -0.0301, -0.0209], [-0.0350, -0.0383, -0.1355], [0.0147, -0.0068, 0.0237], [-0.0576, -0.1811, 0.4066]]}

***

[7]
{"formula": "C4H8N2O2", "method": "ωB97M-V/def2-TZVPD", "orbital_gap_ev": 6.28, "symbols": ["O", "C", "C", "C", "C", "N", "O", "N", "H", "H", "H", "H", "H", "H", "H", "H"], "xyz": [[-0.37875, -2.00308, -0.95426], [-0.03407, -1.69652, 0.30521], [0.76409, -0.24775, 0.32337], [0.36775, 1.29665, 0.34762], [-0.68424, 0.61172, -0.38411], [-0.60369, 0.36042, -1.71375], [1.75128, -0.38134, -0.54855], [-0.02520, 1.68764, 1.60306], [0.69550, -2.46670, 0.64767], [-0.90143, -1.71260, 1.01257], [-1.59098, 0.58289, 0.20261], [1.21491, 1.80208, -0.12982], [-0.33699, -0.73058, -1.68610], [-1.42243, 0.55618, -2.26154], [0.00770, 2.65799, 1.87369], [1.17655, -0.31703, 1.36233]], "forces_ev_per_angstrom": [[-0.0153, 0.5387, 0.5236], [-2.7619, -2.4674, -1.8172], [5.3184, -5.2256, -0.8172], [-0.4970, 6.5556, 4.0415], [-0.3831, -0.3242, -1.1975], [1.1582, 0.1065, 1.6026], [-2.1968, 1.4108, 1.4839], [-0.6671, -1.6575, -2.6705], [0.3133, 1.2511, 0.1850], [0.5248, 0.4472, -0.1830], [-0.0996, -0.2864, -0.0214], [-0.6136, 0.0484, -0.5893], [0.1632, -0.9960, -0.1575], [-0.6058, -0.2793, 0.2558], [1.3716, 0.3352, -0.2623], [-1.0093, 0.5428, -0.3764]]}

***

[8]
{"formula": "C4H8N2O2", "method": "ωB97M-V/def2-TZVPD", "orbital_gap_ev": 8.10, "symbols": ["C", "C", "C", "C", "H", "H", "H", "H", "H", "H", "H", "H", "N", "N", "O", "O"], "xyz": [[1.30233, -0.48776, 1.14650], [-0.03158, -0.37360, 0.60625], [-0.01550, -0.04488, -0.71671], [-1.20033, -0.05986, 1.52434], [2.24292, -1.01138, 0.78434], [1.06266, -1.20749, 2.02475], [1.53884, 0.58293, 1.68680], [1.91772, 0.57806, -0.86015], [1.51125, 0.08677, -2.44104], [-0.58941, 0.28172, -2.87300], [-2.20355, 0.02950, -1.49710], [-1.97728, 0.80905, -0.08415], [1.01884, 0.52298, -1.48946], [-1.09483, 0.10222, -1.55407], [-2.24369, 0.56663, 0.95253], [-1.23838, -0.37491, 2.79017]], "forces_ev_per_angstrom": [[1.7347, 0.0610, 5.8821], [-0.5370, 1.1109, -2.0353], [-1.7975, 0.5751, -1.7887], [0.4712, -2.2052, 4.1413], [-1.5619, 1.0022, -0.7236], [0.8107, 1.3514, -0.6195], [0.1539, -2.6369, -1.1462], [-2.2303, 0.0745, -1.4300], [-2.4776, 0.7069, 3.1718], [-2.6522, -0.4787, 5.4539], [3.6716, -0.6755, -0.0817], [-0.7808, -0.5077, 4.0591], [6.3238, -1.2769, 0.2933], [-2.5890, 0.6206, -5.9612], [1.0908, 0.6447, -3.1943], [0.3695, 1.6335, -6.0210]]}

***

[9]
{"formula": "C4H8N2O2", "method": "ωB97M-V/def2-TZVPD", "orbital_gap_ev": 9.12, "smiles": "C#CN(C)C.O=NO", "symbols": ["C", "C", "N", "C", "C", "H", "H", "H", "H", "H", "H", "H", "O", "N", "O", "H"], "xyz": [[-1.09484, -1.70895, 0.99461], [-0.42596, -0.73587, 0.76041], [0.30144, 0.31116, 0.47670], [1.71689, 0.16968, 0.57051], [-0.07392, 1.30172, -0.49132], [-1.70648, -2.27998, 1.60451], [2.15887, 0.97218, 1.12940], [1.97795, -0.83711, 0.94541], [2.09376, 0.31682, -0.60142], [-1.16924, 1.31827, -0.70542], [0.02077, 2.33877, -0.04396], [0.62614, 1.18165, -1.29215], [-5.08127, 0.20499, -1.15828], [-4.04252, -0.34105, -0.98441], [-4.08778, -1.53229, -0.25612], [-3.16817, -1.79660, 0.01108]], "forces_ev_per_angstrom": [[0.2057, 0.1033, -0.3538], [-0.6366, 0.0636, -0.0647], [0.0990, 0.2437, 0.2979], [1.3676, -0.4979, -3.1413], [-1.8366, 2.0557, 1.3531], [-0.7094, -0.8971, 0.7032], [0.3409, 0.2694, 0.4237], [0.0615, 0.7342, -0.1730], [-0.2389, -0.7040, 2.9614], [0.9724, -0.7450, -0.3507], [0.5057, -0.9812, -0.4469], [-0.2326, 0.2799, -1.1391], [1.1357, -1.9182, 0.7672], [0.4272, 1.0870, -0.3126], [-0.9365, 0.0632, 0.3378], [-0.5250, 0.8434, -0.8624]]}

***

[10]
{"formula": "C4H8N2O2", "method": "ωB97M-V/def2-TZVPD", "orbital_gap_ev": 8.90, "smiles": "C1=N\\NCCOCO/1", "symbols": ["C", "N", "N", "C", "C", "O", "C", "O", "H", "H", "H", "H", "H", "H", "H", "H"], "xyz": [[1.59549, -0.46014, -0.35369], [1.70647, 0.71684, 0.20602], [0.52628, 1.30399, 0.55684], [-0.49454, 1.33437, -0.53340], [-1.67378, 0.54761, -0.06413], [-1.51128, -0.83667, -0.09908], [-0.43520, -1.33526, 0.51259], [0.71706, -1.35899, -0.34103], [2.50851, -0.96563, -0.61312], [0.67324, 2.21782, 0.93862], [-0.90668, 2.35952, -0.57478], [-0.15078, 1.03866, -1.54295], [-2.61859, 0.76026, -0.63760], [-1.91730, 0.88904, 1.04476], [-0.54966, -2.49104, 0.65605], [-0.26602, -0.90865, 1.54166]], "forces_ev_per_angstrom": [[4.7209, 3.5975, 2.4186], [0.7107, -1.9013, -1.9108], [-1.5646, -0.0082, -0.6655], [-0.4941, 1.1747, 0.9800], [-2.2381, 0.9013, 1.6461], [-1.2229, -0.3322, -0.7380], [0.6286, -3.2263, 1.9391], [-4.0249, -2.3173, -0.2263], [0.8380, 0.6442, -0.5481], [0.4011, 0.2617, -0.1676], [0.4401, -0.1814, -0.2774], [0.2394, 0.0993, 0.6546], [1.0222, -0.2200, 0.2836], [0.5407, -0.6175, -1.9701], [-0.3094, 2.1336, -0.2336], [0.3122, -0.0082, -1.1846]]}

***

[11]
{"formula": "C4H8N2O2", "method": "ωB97M-V/def2-TZVPD", "orbital_gap_ev": 8.92, "symbols": ["C", "C", "N", "C", "C", "O", "O", "N", "H", "H", "H", "H", "H", "H", "H", "H"], "xyz": [[-1.24470, -0.17402, -0.05475], [1.03354, 0.15790, -0.32589], [-1.35846, -1.51167, -0.32144], [1.00139, 1.32241, 0.38090], [1.66973, -0.81833, -0.91867], [-1.40523, 0.23095, 1.15634], [-1.71474, 0.57842, -1.09003], [0.74598, 1.40973, 1.69676], [-0.55258, 0.94041, 1.55622], [-1.79730, 1.49097, -0.78691], [-1.20144, -1.78486, -1.27904], [-0.94612, -2.11788, 0.36891], [1.04640, 0.54635, 2.15397], [0.82843, 2.23823, -0.19033], [1.14127, -1.65481, -1.36938], [2.75380, -0.85381, -0.97667]], "forces_ev_per_angstrom": [[-0.9074, 0.2987, 0.4317], [0.2143, 0.1847, 0.1616], [0.2746, 0.2064, -0.0670], [-0.4338, -0.2516, -0.2607], [0.0050, -0.1422, -0.0178], [0.3429, -0.1480, -0.5940], [0.3379, -0.2322, 0.2018], [-0.6930, -0.2391, 0.2342], [0.6624, 0.2355, -0.1111], [0.0126, -0.0491, 0.0701], [0.0073, 0.0365, 0.0221], [-0.0014, 0.0433, 0.0128], [0.1312, 0.0260, -0.0662], [0.0977, -0.0275, -0.0057], [-0.0134, 0.0269, -0.0119], [-0.0368, 0.0316, 0.0000]]}

***

[12]
{"formula": "C4H8N2O2", "method": "ωB97M-V/def2-TZVPD", "orbital_gap_ev": [7.36, 7.36], "symbols": ["C", "N", "N", "C", "C", "C", "O", "O", "H", "H", "H", "H", "H", "H", "H", "H"], "xyz": [[-1.61790, 0.17151, 0.77667], [-0.60611, -0.91132, 0.81372], [2.20972, -0.39287, 0.66950], [-0.25251, 1.02189, -0.46302], [0.08734, -0.66890, -0.43416], [1.50179, -0.58404, -0.46337], [-2.64740, 0.08849, 0.04744], [-0.91973, 1.45439, -1.53580], [-1.93767, 1.03012, -1.35047], [-1.07705, -1.81276, 0.82097], [-1.59844, 0.82712, 1.65430], [1.66810, -0.36196, 1.52327], [3.09060, 0.09303, 0.64285], [0.43618, 1.70547, 0.02483], [-0.35712, -1.12725, -1.31703], [2.02020, -0.53294, -1.40971]], "forces_ev_per_angstrom": [[0.6842, 1.0427, -1.7720], [0.1155, -0.3900, 0.0359], [-0.4838, -0.0931, -0.7430], [-1.2728, -1.2473, 0.4564], [-0.4288, 0.6443, 0.4708], [0.0111, 0.7601, 0.9861], [0.6810, -0.0198, 0.3152], [-2.3882, -1.1927, 0.8853], [2.5675, 0.8791, -0.2863], [0.1034, -0.0805, 0.0561], [-0.1253, -0.2179, 0.1197], [-0.0093, -0.0859, 0.0245], [0.0138, -0.1682, 0.0056], [0.4842, -0.2090, -0.4622], [0.0028, 0.3457, -0.0782], [0.0445, 0.0326, -0.0139]]}

***

Ordered E_tot results: -417.05222 -416.94478 -417.22262 -416.84168 -417.14049 -417.13469 -416.87723 -417.02892 -416.99219 -417.09879 -417.10528 -417.06941; unit a.u..
Ordered molar mass results: 116.12 116.12 116.12 116.12 116.12 116.12 116.12 116.12 116.12 116.12 116.12 116.12; unit Da.
Ordered energy relative to the best compared isomer or geometry (same formula, charge and spin) results: 127.84 195.26 20.92 259.96 72.45 76.09 237.65 142.46 165.51 98.62 94.55 117.06; unit kcal per mole.